Molecular formula: C21H22F3N2
Method: DFT, the ωB97M-V functional and the def2-TZVPD basis

Last column: Löwdin charge in e.
Cartesian coordinates (Å):
F1 2.208 5.261 1.163  0.055
C1 2.173 3.885 1.012  -0.212
C2 3.354 3.170 1.204  0.085
C3 3.274 1.796 0.955  -0.216
F2 4.444 1.065 1.039  0.050
C4 2.101 1.162 0.579  0.030
C5 0.876 1.887 0.431  -0.201
C6 -0.306 1.142 0.134  -0.012
C7 -1.626 1.514 0.527  -0.173
C8 -2.653 0.519 0.542  -0.025
C9 -3.976 0.822 0.844  -0.052
C10 -4.379 2.136 1.147  0.027
C11 -3.370 3.094 1.223  -0.222
F3 -3.723 4.405 1.491  0.049
C12 -2.028 2.806 1.029  0.069
C13 0.972 3.308 0.612  0.044
H1 4.272 3.663 1.496  0.140
H2 2.104 0.084 0.401  0.094
H3 -0.044 -0.236 0.164  0.112
H4 -2.387 -0.519 0.317  0.101
H5 -4.743 0.043 0.819  0.118
H6 -5.410 2.413 1.325  0.128
H7 -1.305 3.583 1.267  0.102
H8 0.128 3.966 0.403  0.112
C14 1.197 -2.346 1.239  -0.023
C15 0.455 -3.041 0.121  -0.566
C16 1.305 -4.181 -0.447  -0.028
C17 -0.851 -3.635 0.622  -0.017
N1 0.156 -2.063 -0.940  0.034
C18 0.073 -0.714 -0.883  -0.084
N2 0.181 -0.264 -2.124  -0.036
C19 0.463 1.069 -2.635  0.024
C20 0.104 -1.347 -3.011  0.024
C21 0.007 -2.456 -2.255  -0.003
H9 0.605 -1.539 1.678  0.091
H10 1.400 -3.086 2.025  0.111
H11 2.162 -1.962 0.887  0.095
H12 0.760 -4.786 -1.191  0.086
H13 2.244 -3.822 -0.895  0.107
H14 1.566 -4.857 0.379  0.106
H15 -1.385 -4.149 -0.192  0.099
H16 -0.623 -4.370 1.404  0.104
H17 -1.492 -2.852 1.047  0.087
H18 1.169 1.591 -1.983  0.092
H19 0.919 0.944 -3.608  0.101
H20 -0.452 1.654 -2.734  0.115
H21 0.133 -1.262 -4.081  0.140
H22 -0.050 -3.496 -2.546  0.135

For the LUMO energy, the calculation gives -5.2 eV. As for the charge: +1. For the HOMO energy, the calculation gives -10.3 eV. Its gap between HOMO and LUMO is 0.1885 Ha.